One molecule with the formula C2H7N3O in a non-equilibrium geometry, computed with the ωB97M-V functional and the def2-TZVPD basis.

- E_HOMO (eV) = -8.19
- total energy (eV) = -8703.161
- ΔE to the lowest compared entry with this formula, charge and spin (eV) = 3.1157

Geometry (Å):
C  -1.8041  0.5477  0.4561
N  0.4590  -0.4814  1.2945
N  1.7771  -0.3418  -1.2454
C  0.4541  -0.0757  -1.0501
O  -1.8911  0.3935  1.6828
N  -0.1153  0.0003  0.0849
H  -0.3025  -0.3799  1.9943
H  1.2520  0.0871  1.5760
H  2.2587  -0.8185  -0.4971
H  2.0935  -0.5562  -2.1766
H  -2.3424  -0.1426  -0.2205
H  -1.7146  1.5625  0.0207
H  -0.1243  0.2051  -1.9196

Force components x, y, z for each atom (eV/Å):
C -0.37 0.07 -0.30
N 0.20 0.04 -1.29
N -0.02 -0.27 0.01
C 0.57 0.33 0.61
O -0.56 0.15 0.81
N 0.37 -0.78 0.80
H 0.06 0.24 -0.50
H -0.12 0.20 -0.08
H -0.04 -0.02 -0.03
H -0.09 -0.02 0.07
H 0.06 -0.01 -0.09
H 0.02 -0.01 0.02
H -0.09 0.09 -0.04

Atom charges from the natural (NBO) analysis, given in e for atoms 1 to 2: 0.222 -0.681

One molecule with the formula C2H7N3O in a non-equilibrium geometry, computed with the ωB97M-V functional and the def2-TZVPD basis.

- E_HOMO (eV) = -8.44
- total energy (eV) = -8701.691
- ΔE to the lowest compared entry with this formula, charge and spin (eV) = 4.5856

Geometry (Å):
C  1.0486  -0.7747  0.5926
N  0.6134  0.3822  -0.1652
C  0.0379  1.6035  0.8603
O  -0.2420  1.3444  1.9592
N  -0.1780  -0.0135  -1.2945
N  -1.4537  -0.5813  -1.0905
H  2.1099  -0.5426  0.9502
H  0.3801  -0.9266  1.3907
H  0.9259  -1.6989  -0.1339
H  0.2714  2.5902  0.3100
H  -0.3524  0.7361  -1.8949
H  -1.8741  -0.5311  -0.1997
H  -1.2868  -1.5878  -1.2842

Force components x, y, z for each atom (eV/Å):
C 1.06 -0.75 -1.98
N -1.42 2.32 0.46
C 2.26 -2.05 -4.35
O -0.49 0.40 1.45
N 0.71 -0.04 1.48
N 0.37 -2.43 -1.62
H -1.43 -0.89 -0.41
H -0.55 -0.50 1.43
H 0.85 1.80 1.59
H -0.85 -1.04 0.92
H 0.30 1.70 -0.72
H -0.15 0.65 1.41
H -0.68 0.84 0.35

Atom charges from the natural (NBO) analysis, given in e for atoms 1 to 2: -0.444 -0.381

One molecule with the formula C2H7N3O in a non-equilibrium geometry, computed with the ωB97M-V functional and the def2-TZVPD basis.

- E_HOMO (eV) = -6.72
- total energy (eV) = -8701.730
- ΔE to the lowest compared entry with this formula, charge and spin (eV) = 4.5472

Geometry (Å):
C  0.6247  -0.1418  0.5653
C  -0.7056  -0.2392  0.0998
N  1.2980  1.1032  0.3653
N  -0.4969  0.0291  -1.5797
O  0.9332  -0.7211  1.8033
N  -1.8019  -0.6062  0.6051
H  0.2637  -1.3863  2.0055
H  0.5903  -0.2480  -1.1935
H  2.2991  0.9753  0.4419
H  1.0047  1.8021  1.0456
H  -0.8145  -0.6508  -2.2604
H  -0.6887  0.9935  -1.8358
H  -2.5061  -0.9097  -0.0624

Force components x, y, z for each atom (eV/Å):
C -0.05 0.05 -0.31
C 0.19 0.02 -0.70
N -0.06 -0.23 -0.29
N 2.05 -0.13 2.15
O -0.35 0.09 0.26
N -0.20 -0.22 -0.33
H 0.03 0.02 -0.03
H -1.60 0.61 -1.09
H -0.06 0.10 -0.01
H 0.09 -0.09 0.02
H -0.28 -0.02 0.29
H 0.12 -0.16 -0.16
H 0.11 -0.03 0.19

Atom charges from the natural (NBO) analysis, given in e for atoms 1 to 2: 0.050 0.379

C2H7N3O2 as an isolated structure in a non-equilibrium geometry, computed with the ωB97M-V functional and the def2-TZVPD basis.

- E_HOMO (eV) = -9.40
- total energy (eV) = -10744.734
- ΔE to the lowest compared entry with this formula, charge and spin (eV) = 9.3416

Geometry (Å):
C  -1.0197  0.0915  -1.6118
C  0.1758  -0.2121  0.5052
H  -0.3127  0.1991  -2.5631
H  -1.6984  0.8711  -1.8560
H  -1.4256  -0.8139  -1.1993
H  -0.9952  1.4842  -0.0644
H  1.2279  -0.7821  -1.1937
H  2.1291  -0.6561  1.1018
H  -0.6834  0.4609  3.0458
N  -0.2518  0.9823  -0.5163
N  0.8930  -1.2297  -0.2287
N  0.0404  -0.2164  1.8354
O  2.1024  -1.4958  0.4498
O  -0.1818  1.3170  2.2955

Force components x, y, z for each atom (eV/Å):
C 3.22 3.95 -0.92
C -0.47 2.84 -0.50
H -1.45 -1.52 2.02
H -1.60 -0.14 -0.51
H 0.01 -0.39 -0.55
H -0.13 0.24 0.74
H -1.35 -1.06 2.66
H 0.56 -2.83 -1.63
H 1.69 4.71 -2.25
N 0.55 -5.53 1.63
N -0.02 2.25 -1.41
N 1.59 1.83 -4.26
O 0.04 2.39 2.43
O -2.63 -6.75 2.55

Atom charges from the natural (NBO) analysis, given in e for atoms 1 to 2: -0.464 0.513

A 2-piece molecular cluster, C2H7N3O2 overall in a non-equilibrium geometry, computed with the ωB97M-V functional and the def2-TZVPD basis.

- E_HOMO (eV) = -8.27
- total energy (eV) = -10749.252
- ΔE to the lowest compared entry with this formula, charge and spin (eV) = 4.8236

Geometry (Å):
C  -0.8648  1.0108  -0.6807
C  0.0317  0.4596  0.4472
N  -0.6786  0.1590  1.5712
N  1.3586  0.5134  0.3687
N  0.5069  -1.6002  -0.6555
O  0.0241  -2.7138  -0.9087
O  1.2205  -1.0414  -1.5407
H  -0.3963  1.8380  -1.0886
H  -1.8304  1.3111  -0.3801
H  -0.8875  0.1984  -1.5478
H  -0.2449  -0.4263  2.3289
H  -1.6882  0.1158  1.6311
H  1.5422  0.0254  -0.6329
H  1.9070  0.1501  1.0878

Force components x, y, z for each atom (eV/Å):
C 1.53 -3.68 -1.24
C -1.64 0.59 1.30
N 1.64 -1.05 1.18
N -2.11 1.25 -1.99
N -1.32 -2.58 -0.42
O 0.80 1.57 0.07
O 0.39 -0.25 -0.24
H 1.08 1.68 -0.87
H -1.07 -0.11 0.61
H -0.21 1.75 1.95
H -0.35 1.06 -1.31
H 0.32 0.24 -0.72
H 0.34 0.31 0.14
H 0.62 -0.78 1.53

Atom charges from the natural (NBO) analysis, given in e for atoms 1 to 2: -0.689 0.607

A 2-piece molecular cluster, C2H7N3O2 overall in a non-equilibrium geometry, computed with the ωB97M-V functional and the def2-TZVPD basis.

- E_HOMO (eV) = -10.32
- total energy (eV) = -10752.539
- ΔE to the lowest compared entry with this formula, charge and spin (eV) = 1.5365

Geometry (Å):
H  0.2183  1.9508  0.5332
N  -0.1234  1.1516  1.1435
C  -0.2097  0.0528  0.4489
N  -0.0383  -0.0173  -0.9385
C  0.1752  -1.3313  -1.3987
N  0.5171  -1.2719  -2.7210
O  -0.1888  -2.3155  -0.7336
H  -0.7903  -0.8416  0.7948
H  0.6340  0.7070  -1.2369
H  0.2434  -2.1027  -3.2951
H  0.1514  -0.3489  -3.0778
O  -0.2143  2.8711  3.5636
H  0.2408  2.6082  2.7647
H  0.2468  2.2165  4.1890

Force components x, y, z for each atom (eV/Å):
H -0.30 -1.16 0.70
N 0.67 -1.18 -1.79
C -2.28 2.13 1.02
N 1.78 0.33 1.50
C -2.49 -1.54 0.51
N -0.72 0.12 -1.38
O 1.54 1.73 -1.64
H 1.22 0.81 0.30
H -0.54 -0.67 -0.25
H 0.48 1.16 0.88
H 0.79 -1.77 -0.07
O 1.40 -1.43 1.93
H -0.25 -0.09 -0.69
H -1.29 1.54 -1.01

Atom charges from the natural (NBO) analysis, given in e for atoms 1 to 2: 0.317 -0.677

A 2-piece molecular cluster, C2H7N3O2 overall in a non-equilibrium geometry, computed with the ωB97M-V functional and the def2-TZVPD basis.

- E_HOMO (eV) = -9.50
- total energy (eV) = -10750.065
- ΔE to the lowest compared entry with this formula, charge and spin (eV) = 4.0113

Geometry (Å):
N  2.9124  0.6801  -0.1011
N  2.2658  -0.2983  0.6309
N  0.8387  -0.4143  0.3365
C  0.6132  -0.5563  -0.8443
O  0.5486  -0.6052  -1.9968
H  2.9686  0.4153  -1.0792
H  2.5147  1.6178  -0.0158
H  2.3200  -0.0648  1.6225
C  -2.7520  0.1214  0.1781
O  -2.0614  -1.0928  0.0125
H  -3.0271  0.2935  1.2233
H  -2.1590  0.9729  -0.1778
H  -3.6599  0.0503  -0.4192
H  -1.3226  -1.1196  0.6304

Force components x, y, z for each atom (eV/Å):
N 0.33 0.59 -0.11
N 0.19 -0.36 0.46
N -0.32 0.08 1.21
C 0.56 0.23 -0.72
O -0.60 -0.23 -0.62
H 0.13 -0.02 0.22
H -0.14 -0.28 -0.04
H -0.15 -0.01 -0.48
C -0.08 0.28 0.02
O 0.27 -0.43 -0.01
H -0.05 0.03 -0.06
H -0.09 0.01 0.04
H 0.01 0.08 0.04
H -0.06 0.04 0.04

Atom charges from the natural (NBO) analysis, given in e for atoms 1 to 2: -0.650 -0.285

An isolated ion of composition C2H7N3O2 and charge +2 in a non-equilibrium geometry, computed with the ωB97M-V functional and the def2-TZVPD basis.

- E_HOMO (eV) = -19.56
- charge = +2
- total energy (eV) = -10731.784
- ΔE to the lowest compared entry with this formula, charge and spin (eV) = 0.0000

Geometry (Å):
N  -1.7134  -1.4042  -1.0862
C  -1.0378  -0.6599  -0.3020
N  -1.4062  0.2392  0.5999
O  -0.2828  0.8652  1.2063
C  0.8877  0.0922  0.8005
N  1.8280  0.9658  0.1088
O  0.2909  -0.8113  -0.1100
H  -1.3810  -2.0094  -1.8497
H  -2.6706  -1.0404  -1.2147
H  -2.3718  0.7458  0.7728
H  1.2911  -0.3032  1.7105
H  1.3681  1.1750  -0.8177
H  2.6772  0.4908  -0.3278
H  2.5206  1.6545  0.5096

Force components x, y, z for each atom (eV/Å):
N -2.01 0.25 -1.50
C 2.41 1.24 2.93
N -2.37 1.60 0.14
O 0.25 -0.17 -0.44
C -3.97 0.40 1.01
N 2.63 -0.37 -3.77
O 1.92 -0.94 -1.13
H 0.30 0.24 0.75
H 0.32 -0.77 -0.11
H 2.67 -1.22 -0.40
H 0.58 -0.88 0.15
H 0.39 1.26 1.09
H -1.07 -1.22 0.57
H -2.06 0.59 0.72

Atom charges from the natural (NBO) analysis, given in e for atoms 1 to 2: -0.698 0.766